Formula: FH3NOP
Source: OMol25
Level of theory: ωB97M-V/def2-TZVPD

Structure (ORCA input):
```
! wB97M-V def2-TZVPD RIJCOSX def2/J DEFGRID3
* xyz 0 1
N -0.15368 0.12777 0.56310
O 0.43211 -0.58198 -2.18774
F -1.81245 -1.20553 -1.19062
P -0.93712 0.11777 -1.56683
H 0.23367 0.90663 1.06854
H -1.11777 -0.04673 0.83412
H 0.44325 -1.39297 -1.66153
*
```

## Properties
Kohn-Sham gap   9.547 eV
HOMO   -9.2 eV
F_max   0.08418 hartree/bohr
E_tot   -15592.48607 eV
Relative energy (zero: lowest compared OMol25 entry of this formula, charge and spin)   1.685 eV